Entry 1:
21
Properties=species:S:1:pos:R:3:forces:R:3:mulliken_charge:R:1 method="wB97M-V/def2-TZVPD" orbital_gap_ev=7.51 total_charge=-1 relative_energy_kcal_mol=8.53 lumo_ev=3.58 e_homo_ev=-3.9
C 0.7882 0.9301 1.2326 0.19 -0.11 -1.66 0.196
C 1.2048 1.4353 2.5831 0.37 -0.18 0.84 -1.328
C 0.4597 2.0376 0.2244 -0.36 0.57 0.52 -1.182
H 1.5472 0.3167 0.7362 0.30 0.04 0.41 0.267
H -0.0569 0.2543 1.2509 -0.31 -0.10 0.46 0.117
H 1.6741 0.6595 3.1942 -0.06 -0.19 -0.10 0.348
H 1.2186 2.8262 0.2508 0.14 -0.12 -0.09 0.375
H 0.3772 1.8013 3.1927 -0.17 0.19 -0.17 0.313
H 1.9554 2.2273 2.5313 -0.09 0.12 -0.22 0.324
H 0.3480 1.6942 -0.8043 0.04 -0.23 0.10 0.310
H -0.4732 2.5363 0.5168 -0.02 -0.02 -0.10 0.270
C -0.7189 -1.5127 -0.8857 0.18 -0.24 -0.99 0.238
C -1.8859 -2.2797 -1.4939 -0.50 -0.07 -0.24 -1.379
C 0.2595 -1.0757 -2.0277 0.11 0.54 0.51 0.496
O -0.2438 -0.3039 -2.8773 -0.04 -0.15 -0.12 -0.756
O 1.4444 -1.4655 -1.9314 -0.07 -0.16 -0.06 -0.772
H -1.1073 -0.5862 -0.4659 0.03 -0.03 0.35 -0.107
H -0.1589 -2.1079 -0.1649 -0.11 0.09 0.17 0.276
H -1.5847 -3.0756 -2.1841 0.25 -0.10 0.33 0.329
H -2.4718 -1.6146 -2.1271 0.00 0.22 0.04 0.297
H -2.5758 -2.6970 -0.7507 0.12 -0.06 0.03 0.368


Entry 2:
21
Properties=species:S:1:pos:R:3:forces:R:3:mulliken_charge:R:1 method="wB97M-V/def2-TZVPD" orbital_gap_ev=7.44 total_charge=-1 relative_energy_kcal_mol=28.47 lumo_ev=3.58 e_homo_ev=-3.9
C 1.1730 2.3066 0.8208 -0.99 0.31 0.44 -0.338
C -0.0413 2.6110 -0.1274 1.24 -0.71 0.50 -0.614
C 1.7110 0.8565 0.6441 0.58 0.97 0.42 0.438
O 2.3897 0.6531 -0.3827 -0.10 -0.56 -0.16 -0.742
O 1.4320 0.1122 1.6197 0.08 -0.42 -0.65 -0.738
H 1.9508 3.0913 0.8320 -0.19 -0.41 -0.21 0.310
H 0.7278 2.2186 1.8229 0.20 0.57 -0.12 0.221
H 0.1669 3.0921 -1.0821 0.41 -0.30 -0.12 0.263
H -0.7319 3.2721 0.3763 -0.53 -0.09 0.21 0.265
H -0.4071 1.5857 -0.2750 -0.76 0.59 -0.33 -0.053
C -1.5131 -1.7156 -0.5011 2.43 -1.22 -2.02 -0.044
C -2.0294 -2.9790 0.1872 -1.23 1.77 0.21 -1.283
C -2.0938 -1.5558 -1.9553 -0.35 0.91 2.82 -1.140
H -1.5557 -0.7805 0.0274 -0.92 0.21 0.66 0.252
H -0.4112 -1.7831 -0.5275 -0.17 -0.31 -0.35 0.262
H -3.1057 -2.7828 0.3396 0.18 -0.27 0.66 0.291
H -2.9830 -0.9896 -1.6358 -0.07 0.26 -1.38 0.293
H -1.4218 -1.0562 -2.6395 -0.15 0.29 -0.07 0.309
H -2.4369 -2.4883 -2.3286 -0.08 -0.93 -0.52 0.376
H -2.0558 -3.8796 -0.4194 0.79 -0.05 -0.13 0.317
H -1.4734 -3.0458 1.1199 -0.36 -0.61 0.15 0.353